DFT (ωB97M-V/def2-TZVPD) results for the molecule C6H7N in a non-equilibrium geometry.

Geometry as XYZ:
```
14
Properties=species:S:1:pos:R:3:lowdin_charge:R:1
C -0.79738 -0.84974 -0.75155 -0.14
C 0.40352 -0.11214 -1.23044 0.00
C 1.18405 0.26616 0.90483 -0.04
C 0.75732 0.98252 -0.32977 -0.40
N -0.64370 1.33937 -0.15882 0.14
C -1.07421 0.10745 0.46087 -0.34
C 0.03531 -0.09804 1.48461 -0.03
H -0.66762 -1.92795 -0.57556 0.11
H -1.60899 -0.71000 -1.47551 0.11
H 1.04381 -0.44382 -2.04998 0.11
H 2.21421 0.03818 1.14863 0.11
H 1.36410 1.79943 -0.72889 0.14
H -2.10713 0.08627 0.82013 0.13
H -0.10955 -0.47584 2.48377 0.10
```

Computed properties:
Frontier orbital gap (spin up / spin down), hartree: 0.2986 / 0.3401
Relative energy (zero: lowest compared OMol25 entry of this formula, charge and spin), kJ/mol: 452.2
HOMO level (spin up / spin down), eV: -7.9 / -8.9